Density functional theory data (ωB97M-V/def2-TZVPD) for a molecular structure, C44H50GeN2O7S3Ti.

## Properties
HOMO energy = -0.2416 Eh
LUMO level = 0.33 eV
Kohn-Sham gap = 6.9 eV

```
! wB97M-V def2-TZVPD RIJCOSX def2/J DEFGRID3
* xyz 0 1
Ge 2.15 -0.54 -0.54
Ti -0.36 1.12 0.66
S -1.52 -0.08 4.01
S -2.68 -1.13 -0.22
S 0.61 3.33 0.12
O 2.32 3.30 2.27
O -1.48 0.17 2.54
O -4.11 2.53 0.74
O -1.21 2.86 2.42
O -2.12 1.73 0.18
O 0.96 1.47 1.87
O -1.25 -0.91 0.20
N -0.55 1.94 -2.53
N 1.47 0.98 -3.30
C 3.89 1.76 -0.26
C -1.48 1.94 5.79
C 5.74 2.00 1.25
C 2.20 -2.23 -2.96
C -2.55 -2.80 -4.43
C -3.09 -2.68 0.64
C -2.17 3.58 1.70
C -3.58 -1.58 2.88
C -3.75 -1.70 -2.66
C -2.07 1.36 -4.43
C -1.11 2.36 -3.80
C 1.23 0.41 -4.63
C 1.60 -1.91 0.77
C 2.78 -2.99 -3.97
C 1.08 2.89 1.83
C 4.95 -2.37 -3.16
C -2.73 -2.58 2.10
C 0.72 -3.87 2.58
C 4.43 -0.01 1.26
C -3.88 3.06 4.95
C -1.42 -2.87 -3.62
C -2.21 1.36 4.77
C -1.96 3.10 6.41
C 0.66 0.56 -1.05
C -3.71 -2.21 -3.95
C 3.61 0.49 0.25
C -1.44 -2.37 -2.33
C 0.50 1.08 -2.29
C 2.56 0.29 -5.35
C 4.16 -3.06 -4.07
C -3.16 3.65 5.99
C 0.99 -2.57 3.02
C -2.95 -1.22 4.22
C -2.91 2.57 0.83
C 4.95 2.51 0.23
C 1.35 -3.22 0.36
C 2.97 -1.54 -2.03
C 0.91 -4.19 1.25
C 4.36 -1.62 -2.15
C 0.03 3.47 2.77
C 5.48 0.74 1.76
C -2.61 -1.79 -1.87
C 1.42 -1.61 2.12
C -3.41 1.91 4.34
H -1.67 -2.30 2.15
H 1.51 -3.51 -0.68
H 0.76 -0.58 -4.56
H -3.53 4.54 6.46
H -3.72 -0.67 2.30
H -1.65 3.29 -3.59
H -0.58 -2.39 -1.68
H 0.86 -2.31 4.06
H -2.89 4.06 2.37
H 0.56 1.04 -5.20
H 2.30 0.54 -2.93
H -2.81 -3.57 2.55
H -1.23 1.94 -1.78
H 2.43 -0.16 -6.33
H 0.39 -4.62 3.29
H -2.47 1.72 -5.38
H 6.03 -2.42 -3.24
H 1.12 -2.15 -2.92
H -0.53 1.51 6.10
H 2.98 2.91 1.67
H -4.81 3.50 4.62
H 0.73 -5.20 0.90
H -1.40 3.56 7.20
H -4.57 -2.00 3.06
H -1.69 4.33 1.05
H 6.10 0.34 2.56
H -4.63 -1.20 -2.29
H -2.55 -2.11 4.72
H -4.58 -2.14 -4.58
H 1.62 -0.61 2.48
H 5.14 3.50 -0.17
H -3.95 1.47 3.51
H -2.92 1.18 -3.76
H 3.25 2.18 -1.03
H 4.23 -0.99 1.68
H -0.29 2.65 -4.47
H -3.66 -0.74 4.89
H -1.60 0.40 -4.60
H 3.02 1.27 -5.47
H -4.16 -2.85 0.46
H 2.16 -3.51 -4.68
H 0.25 3.18 3.81
H -0.01 4.55 2.68
H -2.52 -3.20 -5.43
H 6.56 2.59 1.64
H -2.52 -3.48 0.15
H 4.62 -3.65 -4.85
H 3.25 -0.34 -4.79
H -0.51 -3.33 -4.00
H 4.99 -1.09 -1.45
*
```



Density functional theory data (ωB97M-V/def2-TZVPD) for a molecular structure, C44H52AsBiF6N7S4SbTe.

## Properties
HOMO energy = -0.1635 Eh
LUMO level = -0.86 eV
Kohn-Sham gap = 3.6 eV

```
! wB97M-V def2-TZVPD RIJCOSX def2/J DEFGRID3
* xyz 0 1
Bi 0.05 0.06 0.11
Te 1.74 -1.87 -0.99
Sb -1.82 -2.80 -3.18
As -1.34 -2.57 1.59
S 3.76 -1.00 -3.47
S 2.05 2.99 -0.24
S 2.44 0.26 2.63
S 3.52 2.93 2.10
F -0.11 -2.30 -3.74
F -2.41 -1.10 -3.81
F -2.18 -3.61 -4.84
F -1.24 -4.42 -2.40
F -1.56 -1.97 -1.46
F -3.60 -3.09 -2.59
N 2.55 1.91 2.75
N 1.23 -0.32 2.05
N -2.47 1.80 2.10
N -1.01 1.04 -2.21
N -3.23 0.20 -0.34
N 3.47 3.24 0.58
N 1.60 1.61 -0.25
C 5.37 -0.59 0.01
C 6.31 -1.25 0.79
C 2.63 2.55 -2.81
C -3.73 1.97 1.39
C -1.27 4.77 1.15
C 2.51 -1.05 6.98
C 1.38 5.51 0.71
C 2.75 6.72 4.43
C 0.47 6.44 1.20
C 3.29 0.46 5.29
C -2.31 1.73 -2.10
C 3.20 4.39 3.04
C 7.03 2.42 3.94
C -0.37 3.83 0.67
C 2.62 4.19 -4.56
C 2.41 3.57 -1.89
C 3.29 0.04 6.61
C 2.57 -0.62 -2.42
C 4.21 -0.10 0.58
C 2.30 4.91 -2.29
C 0.95 4.21 0.45
C 2.51 -0.20 4.36
C -0.85 6.07 1.40
C 6.10 -1.43 2.15
C 4.00 -0.28 1.95
C 7.90 2.19 2.89
C 3.75 6.67 3.46
C 1.73 -1.29 4.72
C -2.75 -3.75 0.92
C 0.06 -3.93 1.64
C 2.74 2.87 -4.15
C -3.40 0.76 -1.68
C 6.10 2.46 1.31
C 5.24 2.64 2.38
C 3.98 5.50 2.76
C 2.23 4.41 4.02
C -1.91 -2.73 3.48
C 4.93 -0.95 2.74
C 1.73 -1.71 6.04
C 2.41 5.21 -3.63
C 7.44 2.23 1.58
C 5.69 2.67 3.69
C -4.16 0.70 0.66
C 2.00 5.59 4.72
H -2.74 -4.68 1.49
H -2.58 -3.97 -0.13
H 7.40 2.42 4.96
H -2.61 2.16 -3.06
H 4.35 7.55 3.25
H -2.23 2.56 -1.38
H 0.80 7.45 1.40
H -1.21 -2.25 4.16
H 2.68 4.44 -5.62
H 1.24 5.63 5.48
H -5.15 0.91 0.23
H 8.13 2.07 0.76
H -3.27 -0.81 -0.38
H 5.71 2.50 0.31
H 0.20 -4.30 0.62
H -3.40 -0.04 -2.42
H 1.14 -1.78 3.95
H 5.51 -0.48 -1.06
H -4.56 2.25 2.05
H 2.42 5.77 0.56
H 4.76 5.44 2.01
H 2.12 5.70 -1.58
H 8.95 2.00 3.09
H -0.66 2.80 0.48
H 2.90 2.07 -4.86
H 2.50 -1.38 8.01
H 1.66 3.51 4.22
H 3.48 0.43 -0.01
H -0.22 -4.75 2.29
H -3.72 -3.27 1.02
H -2.88 -2.25 3.60
H -2.50 1.01 2.74
H -2.00 -3.78 3.75
H 2.31 6.24 -3.96
H 2.57 7.64 4.97
H 1.01 -3.50 1.97
H 3.89 0.56 7.35
H 5.01 2.91 4.50
H -4.28 -0.08 1.42
H 3.89 1.30 4.98
H 2.66 1.49 -2.49
H 1.12 -2.55 6.33
H 7.21 -1.64 0.33
H -2.22 2.63 2.64
H 4.76 -1.11 3.80
H -2.30 4.50 1.32
H -1.56 6.80 1.77
H -3.61 2.78 0.66
H -1.13 0.23 -2.81
H -4.37 1.28 -1.75
H -0.32 1.65 -2.65
H 6.83 -1.94 2.76
*
```



Density functional theory data (ωB97M-V/def2-TZVPD) for a molecular structure, C44H52BrClN5NiO7PS.

## Properties
HOMO energy (spin up / spin down) = -0.2861 / -0.2884 Eh
LUMO level (spin up / spin down) = -0.84 / -0.83 eV
Kohn-Sham gap (spin up / spin down) = 6.9 / 7.0 eV

```
! wB97M-V def2-TZVPD RIJCOSX def2/J DEFGRID3
* xyz 0 3
Br -1.44 -4.36 0.05
Ni -2.00 -1.13 0.72
Cl 3.50 0.52 -7.49
S 3.04 4.50 -1.02
P -4.15 -2.05 1.31
O -4.08 -3.47 2.05
O -5.14 -1.08 2.09
O -5.07 -2.40 0.00
O 5.07 1.91 1.03
O 2.62 5.28 0.13
O 4.47 4.43 -1.31
O 0.69 1.70 -1.80
N 1.77 0.13 1.49
N 2.41 2.98 -1.00
N -0.05 -1.05 1.26
N 1.67 -0.66 2.63
N -1.54 -1.70 -1.15
C -0.54 -2.60 -3.62
C 2.92 1.05 1.34
C -2.11 1.36 5.65
C 4.72 -1.01 -3.94
C 1.26 3.86 -2.80
C -2.36 2.81 1.08
C -2.31 2.19 3.37
C -2.05 3.15 2.36
C -4.77 -3.68 -0.73
C 2.50 0.39 -4.97
C -2.17 2.43 4.77
C 6.51 -0.61 1.02
C -2.40 0.78 2.91
C 1.40 2.73 -1.81
C 2.02 4.97 -2.44
C -5.29 -4.30 3.90
C 0.61 3.91 -4.05
C -5.22 -3.40 -2.14
C 4.64 -0.76 -5.31
C -0.62 -3.47 -2.57
C 4.32 0.48 -0.85
C 4.41 -1.87 1.53
C 3.68 -0.58 -3.10
C 3.59 0.04 -5.84
C -1.16 -3.00 -1.35
C -2.72 1.53 0.68
C 2.55 0.09 -3.65
C 3.77 -0.76 -1.60
C -3.92 -3.78 3.43
C -2.14 0.02 5.18
C -6.89 0.52 1.83
C 0.78 -0.14 0.64
C -2.30 -0.28 3.84
C 5.02 -0.07 3.03
C 0.56 -1.35 2.39
C 4.27 0.67 0.76
C 5.06 -0.41 1.53
C 1.89 6.20 -3.05
C -1.50 -0.88 -2.24
C 1.05 6.29 -4.16
C -1.07 -1.28 -3.48
C -2.64 0.46 1.52
C 0.54 5.12 -4.68
C -6.63 -0.97 1.95
H -3.11 1.37 -0.37
H 3.09 1.41 2.35
H 7.17 0.29 1.09
H -3.79 -3.97 -0.54
H -6.68 0.78 0.82
H -5.62 -5.15 3.28
H 4.35 -2.20 0.51
H -7.00 -1.54 1.12
H -4.40 -2.91 -2.72
H 1.63 0.86 -5.46
H -1.01 -0.53 -4.31
H 5.12 -2.50 2.07
H 7.00 -1.36 1.62
H -2.13 3.46 0.26
H 4.02 -0.17 3.51
H 5.35 0.96 3.23
H -0.39 -4.47 -2.57
H -7.96 0.79 2.00
H 5.28 -1.28 -6.03
H 3.42 -2.01 1.98
H 2.73 -0.98 -1.32
H -1.69 4.12 2.64
H 2.60 1.96 0.73
H 5.73 -0.68 3.61
H 0.90 7.30 -4.58
H -1.79 0.20 -2.01
H 4.43 -1.63 -1.40
H -2.18 3.41 5.18
H -6.15 -3.58 3.84
H -5.24 -4.61 4.97
H -0.11 -2.93 -4.56
H 5.35 0.66 -1.12
H -5.46 -4.46 -0.27
H 6.54 -0.93 -0.01
H 1.68 0.28 -2.99
H -6.10 -2.74 -2.07
H 0.63 0.48 -0.26
H 3.65 1.31 -1.16
H 4.87 2.58 0.35
H 0.14 -2.06 3.12
H -5.46 -4.32 -2.68
H -2.08 1.58 6.73
H 5.55 -1.61 -3.60
H -0.06 5.20 -5.60
H -1.98 -0.80 5.87
H 0.02 3.06 -4.38
H -3.57 -2.84 3.95
H -6.24 1.00 2.57
H -2.22 -1.26 3.45
H -3.15 -4.56 3.52
H -7.04 -1.42 2.88
H 2.35 7.06 -2.55
*
```



Density functional theory data (ωB97M-V/def2-TZVPD) for a molecular structure, C44H52Cl2IrN7O3S.

## Properties
HOMO energy (spin up / spin down) = -0.4180 / -0.4178 Eh
LUMO level (spin up / spin down) = -4.27 / -7.78 eV
Kohn-Sham gap (spin up / spin down) = 7.1 / 3.6 eV

```
! wB97M-V def2-TZVPD RIJCOSX def2/J DEFGRID3
* xyz 2 5
Ir 0.38 0.06 0.18
Cl -0.70 -2.55 -2.59
Cl -5.19 -5.03 -0.87
S 2.35 0.59 2.87
O 1.46 1.15 1.76
O -1.59 -1.06 0.31
O -0.34 -1.12 2.10
N 2.26 -0.77 -3.48
N -2.60 -3.48 -0.54
N 2.77 -1.73 -1.44
N 1.62 0.29 -1.48
N -2.41 2.22 0.34
N -0.44 1.78 -0.81
N -2.40 2.38 -1.97
C 2.56 3.47 -3.19
C -3.44 3.39 -2.07
C -3.77 1.71 0.47
C 2.64 2.16 -2.75
C 3.98 1.36 2.57
C 1.90 1.51 4.35
C -2.00 1.77 -3.22
C 3.89 2.79 2.15
C -2.14 -3.45 -2.92
C 0.50 1.24 4.80
C -0.44 2.27 4.77
C -1.72 2.06 5.26
C -3.61 -4.51 -4.48
C 0.14 0.00 5.30
C 1.29 -0.10 -4.32
C -2.95 -3.86 -1.85
C 3.67 5.46 1.37
C -1.73 2.13 -0.82
C 3.40 -1.35 -4.20
C 3.39 4.44 0.47
C -2.46 -3.77 -4.23
C -2.13 -3.84 1.79
C -1.15 -0.22 5.77
C -4.43 -4.91 -3.45
C 3.22 -1.56 -0.07
C -2.31 -4.34 0.46
C 1.44 4.24 -2.87
C -1.69 2.36 1.60
C -1.38 -1.47 1.50
C -4.11 -4.58 -2.14
C 3.50 3.12 0.85
C 0.42 3.70 -2.11
C 4.07 5.14 2.66
C 4.18 3.81 3.05
C 0.48 2.38 -1.68
C 2.74 -3.11 -1.92
C -2.08 0.81 5.76
C -1.79 -6.58 1.22
C 2.22 -0.72 -2.14
C -1.75 -4.73 2.78
C 1.60 1.60 -2.02
C -1.58 -6.09 2.51
C -2.14 -5.72 0.21
C -2.39 -2.40 2.13
H 4.31 5.93 3.36
H -1.46 0.85 -3.02
H 3.47 -0.52 0.10
H 2.63 1.19 5.09
H 3.37 3.90 -3.76
H 3.28 2.33 0.14
H 2.06 2.57 4.12
H 3.59 6.49 1.07
H 3.53 1.57 -2.97
H 1.39 5.27 -3.20
H 1.00 -0.78 -5.13
H 2.46 -1.87 0.65
H -1.30 -6.76 3.31
H 4.21 -1.55 -3.51
H -1.81 -3.45 -5.03
H -1.50 1.39 2.08
H 4.45 0.74 1.80
H -3.18 4.08 -2.87
H 3.73 -3.47 -2.19
H 2.07 -3.19 -2.78
H -5.34 -5.47 -3.64
H -1.65 -7.63 1.01
H 4.54 1.22 3.49
H 3.08 4.68 -0.54
H -2.27 -6.09 -0.80
H -4.24 2.18 1.33
H -2.34 -2.27 3.21
H 0.40 0.15 -3.74
H -2.30 2.96 2.27
H -2.36 -2.49 -0.40
H 2.35 -3.74 -1.12
H 4.51 3.57 4.06
H -0.74 2.85 1.44
H -3.39 -2.10 1.79
H -3.07 0.65 6.16
H 3.12 -2.26 -4.73
H 0.87 -0.81 5.33
H -1.37 2.43 -3.82
H -1.41 -1.19 6.18
H -1.62 -4.36 3.79
H -3.51 3.95 -1.13
H -0.43 4.32 -1.83
H -0.16 3.25 4.40
H 1.70 0.81 -4.76
H 4.11 -2.18 0.08
H -3.87 -4.77 -5.50
H -4.41 2.95 -2.30
H -4.37 1.92 -0.40
H -3.74 0.63 0.63
H 3.74 -0.62 -4.93
H -2.90 1.53 -3.79
H -2.44 2.87 5.27
*
```



Results for E: -6463.869892; -7241.510260; -7790.301674; -3739.243829 (in Eh, following the order of the records).
Results for largest force on an atom: 0.0090; 0.0269; 0.0721; 0.0354 (in hartree/bohr, following the order of the records).
Results for ΔE to the lowest compared entry with this formula, charge and spin: 0.164; 1.313; 0.000; 0.223 (in eV, following the order of the records).